Record 1
15 unconnected molecules or ions with the total composition C38H72N13O3, computed with wB97M-V/def2-TZVPD.

Results
Net charge: +1
Lowest unoccupied orbital energy, Ha: -0.071
M, g mol⁻¹: 759.08
Relative energy (zero: lowest compared OMol25 entry of this formula, charge and spin), kJ/mol: 595.2

Each line ends with the Löwdin charge.
Cartesian coordinates (Å):
C -111.574 35.758 -38.913  -0.020
C -111.965 34.111 -38.806  -0.092
C -110.606 33.476 -38.316  -0.206
N -110.692 32.177 -37.776  -0.264
C -111.391 31.234 -38.750  0.016
C -111.346 32.133 -36.464  -0.118
C -110.397 31.498 -35.505  -0.165
C -109.389 30.656 -36.397  -0.131
C -109.324 31.577 -37.558  -0.109
H -110.471 35.804 -38.999  0.036
H -112.008 36.380 -38.138  0.017
H -111.805 36.273 -39.826  0.021
H -112.177 33.746 -39.678  0.003
H -112.910 33.898 -38.245  0.089
H -110.109 34.166 -37.679  0.109
H -110.187 33.417 -39.221  0.060
H -111.092 30.252 -38.515  0.061
H -111.048 31.507 -39.890  0.161
H -112.372 31.237 -38.643  0.030
H -112.372 31.761 -36.350  0.133
H -111.314 33.281 -36.181  0.163
H -110.716 30.823 -34.753  0.083
H -109.817 32.364 -34.976  0.136
H -109.940 29.618 -36.407  0.164
H -108.819 30.436 -35.624  0.043
H -109.005 30.891 -38.511  0.159
H -108.666 32.514 -37.347  0.161
C -115.285 34.693 -39.827  -0.056
C -114.536 34.619 -41.210  -0.196
N -114.012 34.647 -42.300  0.107
H -114.820 35.531 -39.177  0.091
H -116.381 34.962 -39.959  0.102
H -115.074 33.754 -39.361  0.011
C -106.166 31.167 -39.981  -0.069
C -105.633 31.546 -38.569  -0.241
N -105.293 31.684 -37.477  0.132
H -105.607 31.787 -40.629  0.028
H -105.997 30.078 -40.370  0.109
H -107.376 31.423 -40.139  0.122
C -105.841 31.041 -33.904  -0.040
C -106.516 32.367 -34.226  -0.179
N -107.059 33.503 -34.354  0.085
H -105.703 31.137 -32.894  0.050
H -106.464 30.213 -33.939  0.036
H -105.183 30.906 -34.671  0.034
C -116.524 31.921 -34.786  0.072
C -115.639 32.304 -36.078  -0.198
N -115.038 32.687 -36.916  0.144
H -117.199 31.463 -35.399  0.051
H -115.866 31.336 -34.380  -0.013
H -116.969 32.762 -34.510  0.045
C -105.906 35.340 -37.403  -0.001
C -107.069 35.156 -38.418  -0.238
N -107.945 34.997 -39.094  0.156
H -105.451 34.481 -37.694  0.002
H -105.186 36.160 -37.605  0.116
H -106.312 35.067 -36.523  0.008
C -110.670 35.551 -43.100  -0.030
C -110.067 34.225 -42.508  -0.254
N -109.706 33.267 -42.150  0.131
H -111.215 35.341 -43.976  0.049
H -111.445 35.748 -42.373  0.018
H -109.889 36.342 -43.252  0.091
C -109.582 28.427 -31.827  -0.032
C -108.118 28.645 -31.592  -0.260
N -107.017 28.864 -31.396  0.136
H -109.907 28.796 -32.932  0.136
H -109.782 27.498 -31.816  -0.014
H -109.952 28.962 -30.961  0.082
C -111.004 27.372 -42.073  -0.052
C -110.297 27.917 -40.831  -0.228
N -109.687 28.343 -39.887  0.101
H -110.650 27.646 -42.975  0.019
H -110.753 26.258 -42.136  0.116
H -111.985 27.883 -41.876  0.059
C -112.822 31.512 -43.041  -0.033
C -112.938 30.545 -41.821  -0.201
N -112.992 29.903 -40.882  0.140
H -112.016 31.146 -43.673  0.068
H -113.538 31.530 -43.762  0.032
H -112.367 32.482 -42.619  0.063
C -108.438 37.833 -37.272  -0.084
C -107.595 37.865 -35.958  -0.300
N -107.058 37.933 -34.987  0.127
H -109.426 38.484 -37.185  0.080
H -107.658 38.087 -38.196  0.135
H -108.752 36.776 -37.310  0.020
C -111.979 38.957 -40.963  0.034
C -110.672 38.175 -40.745  -0.219
N -109.579 37.752 -40.567  0.160
H -112.463 38.248 -41.406  0.018
H -112.384 39.348 -40.049  0.064
H -111.633 39.750 -41.414  0.036
C -114.217 37.755 -35.630  -0.105
C -115.513 38.469 -35.978  -0.455
N -116.621 38.959 -36.353  0.113
H -113.685 37.226 -36.655  0.138
H -113.553 38.666 -35.557  0.091
H -114.035 36.915 -34.955  0.046
C -112.324 38.503 -37.388  -0.075
C -113.599 39.301 -37.638  -0.154
O -114.416 39.019 -36.613  -0.191
H -111.763 38.848 -36.534  0.100
H -111.442 38.840 -38.072  0.109
H -112.617 37.529 -37.629  0.000
H -113.817 39.266 -38.484  0.010
H -113.429 40.380 -37.630  0.171
H -114.275 39.533 -35.816  0.167
C -113.670 34.254 -33.828  -0.044
C -112.675 33.879 -32.626  -0.332
O -111.794 32.862 -32.888  -0.115
H -113.041 34.642 -34.761  0.111
H -114.242 35.072 -33.533  0.038
H -114.275 33.523 -34.124  -0.026
H -113.274 33.687 -31.619  0.135
H -112.226 34.885 -32.264  0.125
H -111.117 32.703 -32.134  0.160
C -115.078 28.893 -32.539  -0.081
C -114.145 30.088 -32.407  -0.371
O -113.436 30.322 -33.539  -0.027
H -115.520 28.596 -31.573  0.090
H -114.621 28.125 -33.108  0.059
H -115.926 29.100 -33.235  0.075
H -113.399 29.883 -31.569  0.132
H -114.807 30.942 -32.078  0.121
H -112.807 30.897 -33.350  -0.034

=====

Record 2
8 unconnected molecules or ions with the total composition C38H73N3O20S2, computed with wB97M-V/def2-TZVPD.

Results
SMILES: [H]/N=C(\N)NCCCC[C@@]1(C#C)OS(=O)(=O)O[C@H]1S(C)(=O)=O.CCOC(C)=O.CCOC(C)=O.CCOC(C)=O.CCOC(C)=O.CCOC(C)=O.CCOC(C)=O.CCOC(C)=O
Lowest unoccupied orbital energy, Ha: -0.005
M, g mol⁻¹: 956.14

Each line ends with the Löwdin charge.
Cartesian coordinates (Å):
C -2.873 5.960 4.355  0.129
C -2.205 6.017 3.332  -0.050
C -1.171 6.009 2.131  -0.364
C 0.039 6.827 2.731  -0.117
C 1.210 7.165 1.713  -0.188
C 2.344 7.969 2.488  -0.161
C 3.061 7.127 3.637  -0.224
N 3.229 7.868 4.922  0.007
C 3.078 7.029 6.091  -0.495
N 2.712 7.608 7.200  0.078
N 3.317 5.581 6.137  0.070
O -1.805 6.687 1.001  -0.134
S -1.567 5.801 -0.390  0.763
O -2.725 5.676 -1.262  -0.220
O -0.265 5.990 -1.024  -0.240
O -1.446 4.315 0.396  -0.208
C -1.058 4.460 1.777  -0.281
S 0.396 3.435 2.261  0.748
C 0.737 2.311 0.816  -0.112
O 1.660 4.163 2.499  -0.342
O 0.092 2.586 3.435  -0.347
H -3.150 5.960 5.446  0.079
H 0.371 6.303 3.677  0.129
H -0.385 7.832 3.072  0.150
H 1.592 6.291 1.113  0.107
H 0.765 7.895 0.953  0.122
H 1.827 8.859 2.986  0.115
H 3.147 8.336 1.765  0.119
H 2.469 6.177 3.799  0.073
H 4.097 6.808 3.300  0.122
H 2.544 8.631 4.997  0.108
H 2.662 6.863 7.911  0.038
H 3.940 5.286 5.372  0.073
H 2.408 5.131 5.922  0.089
H -1.896 4.005 2.407  0.144
H 0.634 2.878 -0.168  0.084
H -0.059 1.511 0.836  0.074
H 1.768 1.859 0.865  0.094
O -3.971 8.624 3.114  0.090
C -4.752 9.342 3.685  -0.521
O -4.305 10.277 4.544  -0.001
C -5.122 11.309 5.112  -0.232
C -5.818 10.825 6.367  -0.067
C -6.238 9.149 3.528  0.011
H -5.821 11.708 4.373  0.114
H -4.447 12.126 5.368  0.123
H -6.498 9.998 6.157  0.067
H -6.389 11.634 6.827  0.083
H -5.086 10.457 7.090  0.085
H -6.580 8.399 4.242  0.096
H -6.432 8.793 2.516  0.093
H -6.814 10.064 3.647  0.071
O 0.584 -1.873 -1.643  0.097
C 0.490 -2.235 -0.495  -0.508
O 0.810 -1.392 0.504  -0.011
C 0.542 -1.640 1.893  -0.232
C 1.660 -2.443 2.525  -0.057
C 0.112 -3.652 -0.158  0.014
H -0.437 -2.107 2.028  0.114
H 0.487 -0.662 2.374  0.111
H 1.758 -3.429 2.065  0.071
H 1.481 -2.576 3.594  0.085
H 2.617 -1.934 2.390  0.086
H 1.007 -4.274 -0.161  0.083
H -0.577 -4.014 -0.922  0.093
H -0.407 -3.753 0.793  0.077
O 0.577 -3.490 -8.127  0.085
C 0.688 -2.466 -7.496  -0.531
O 1.548 -2.400 -6.466  0.002
C 1.906 -1.186 -5.789  -0.227
C 0.922 -0.868 -4.683  -0.067
C -0.196 -1.281 -7.783  0.010
H 2.023 -0.361 -6.497  0.112
H 2.891 -1.359 -5.354  0.123
H -0.083 -0.697 -5.076  0.070
H 1.234 0.023 -4.134  0.085
H 0.850 -1.702 -3.984  0.061
H -1.130 -1.387 -7.230  0.097
H -0.414 -1.266 -8.852  0.091
H 0.265 -0.323 -7.552  0.071
O 1.285 -6.532 -0.572  0.060
C 0.203 -7.068 -0.612  -0.537
O -0.309 -7.632 0.497  0.000
C -1.657 -8.108 0.611  -0.229
C -1.774 -9.535 0.115  -0.061
C -0.543 -7.205 -1.911  0.028
H -2.356 -7.433 0.113  0.114
H -1.903 -8.076 1.674  0.122
H -1.527 -9.614 -0.945  0.072
H -2.789 -9.910 0.262  0.084
H -1.078 -10.183 0.653  0.084
H -0.203 -8.105 -2.428  0.103
H -0.322 -6.333 -2.528  0.096
H -1.625 -7.231 -1.795  0.074
O -2.260 1.156 6.815  0.108
C -2.948 1.196 5.827  -0.519
O -4.291 1.116 5.936  -0.006
C -5.202 1.359 4.858  -0.236
C -5.428 0.104 4.041  -0.068
C -2.330 1.237 4.455  0.002
H -4.871 2.203 4.247  0.110
H -6.144 1.662 5.317  0.122
H -4.505 -0.241 3.570  0.065
H -6.169 0.282 3.259  0.081
H -5.780 -0.709 4.680  0.084
H -2.116 0.218 4.126  0.095
H -1.396 1.797 4.514  0.049
H -2.944 1.745 3.713  0.067
O 2.559 -10.138 -2.679  0.096
C 3.097 -9.994 -1.608  -0.518
O 3.587 -11.063 -0.951  -0.003
C 4.417 -10.982 0.214  -0.234
C 3.580 -10.884 1.473  -0.067
C 3.144 -8.645 -0.942  0.009
H 5.138 -10.165 0.126  0.114
H 4.998 -11.904 0.239  0.122
H 2.974 -9.977 1.483  0.068
H 4.219 -10.884 2.359  0.081
H 2.890 -11.729 1.537  0.083
H 2.229 -8.494 -0.376  0.067
H 3.216 -7.881 -1.715  0.098
H 4.008 -8.506 -0.294  0.079
O 5.102 -6.381 -12.973  0.098
C 4.312 -5.683 -12.388  -0.531
O 4.748 -4.751 -11.520  -0.003
C 3.914 -3.740 -10.936  -0.230
C 3.232 -4.250 -9.683  -0.059
C 2.829 -5.900 -12.539  0.006
H 3.204 -3.346 -11.667  0.113
H 4.576 -2.914 -10.673  0.120
H 2.565 -5.086 -9.900  0.074
H 2.650 -3.459 -9.213  0.055
H 3.973 -4.614 -8.968  0.090
H 2.504 -6.664 -11.832  0.097
H 2.634 -6.246 -13.554  0.090
H 2.238 -4.996 -12.405  0.069

=====

> Which of these has the highest lowest unoccupied orbital energy?

C38H73N3O20S2

=====

> Look up the M of the second one.

956.14 g mol⁻¹